1.
{"formula": "C2HClN2O", "method": "ωB97M-V/def2-TZVPD", "elements": ["N", "C", "N", "C", "H", "Cl", "O"], "positions_angstrom": [[0.541, -1.540, 0.017], [1.432, 0.734, -0.339], [2.186, 1.592, -0.135], [0.742, -0.395, -0.181], [-3.091, 0.715, 0.242], [-1.915, 1.493, 0.093], [0.105, -2.599, 0.303]], "forces_ev_per_angstrom": [[-0.4, 2.5, 0.0], [2.2, 2.1, 0.9], [-0.8, -0.2, -0.8], [-1.2, -3.8, -0.1], [2.6, 1.7, -0.3], [-2.6, -1.6, 0.3], [0.2, -0.7, -0.1]], "homo_ev": -10.61, "orbital_gap_ev": 10.39, "lumo_ev": -0.2253, "e_above_lowest_ev": 3.698, "smiles": "N#CC#[N+][O-].Cl"}

2.
{"formula": "C36H79ClI2O10Si2", "method": "ωB97M-V/def2-TZVPD", "elements": ["C", "H", "H", "C", "C", "O", "C", "H", "H", "H", "H", "H", "Cl", "C", "H", "H", "O", "H", "I", "H", "H", "H", "H", "C", "H", "H", "H", "H", "H", "H", "H", "Si", "H", "H", "O", "C", "H", "C", "H", "H", "C", "H", "O", "O", "C", "H", "Si", "C", "H", "H", "C", "C", "C", "H", "H", "C", "H", "H", "H", "H", "H", "H", "C", "H", "O", "C", "C", "H", "C", "I", "C", "H", "H", "O", "C", "H", "C", "H", "H", "C", "O", "H", "O", "H", "H", "H", "H", "C", "H", "H", "H", "H", "H", "H", "C", "C", "H", "H", "C", "H", "C", "C", "C", "C", "H", "H", "O", "C", "C", "H", "H", "C", "H", "H", "H", "H", "H", "H", "H", "H", "H", "H", "H", "H", "H", "H", "H", "C", "C", "H"], "positions_angstrom": [[4.714, 5.652, 3.040], [5.453, -10.726, -6.737], [-4.370, 0.872, 8.995], [5.469, -10.575, -5.651], [2.707, -12.411, -4.143], [-5.398, 5.916, -3.187], [0.812, -9.538, -2.072], [-2.897, 2.129, -2.191], [-1.527, -1.840, -3.587], [-2.241, 3.007, 2.577], [3.942, 6.259, 2.575], [2.132, 3.324, -1.668], [3.401, 2.648, 3.351], [-0.689, -2.514, -3.756], [-1.661, 8.319, 5.894], [1.991, -11.389, -0.999], [-3.492, 0.327, 7.198], [4.641, 3.139, 0.605], [-1.653, 5.809, 3.028], [-2.381, 8.315, 4.274], [4.493, -11.011, -2.706], [-0.837, 9.080, 4.542], [4.541, -12.794, -5.173], [-5.027, -0.036, 5.366], [-0.108, -5.803, -1.255], [0.839, 1.222, -1.820], [-4.271, -1.508, 6.716], [-0.767, -2.882, -4.777], [-5.432, -0.363, 7.438], [3.039, 2.101, -0.818], [3.274, 4.232, 0.498], [1.213, 4.849, 4.844], [6.026, 5.320, -0.142], [5.782, -9.555, -5.441], [-5.786, 1.162, 5.331], [0.356, 6.491, 5.175], [-1.802, -4.001, -2.624], [-0.777, -3.671, -2.769], [4.070, 4.710, -1.926], [2.907, -0.051, -3.649], [1.146, 0.578, -2.641], [-0.425, -3.317, -1.801], [2.833, 5.101, 5.153], [2.135, -9.882, -2.415], [0.609, -0.827, -2.354], [4.367, -12.084, -1.315], [4.023, 4.411, 4.242], [5.708, 5.091, 1.999], [-3.272, 1.578, 2.256], [-0.642, 5.074, -2.698], [-3.038, 3.090, -1.679], [-4.522, 3.362, -1.546], [-1.458, 8.237, 4.834], [0.189, -10.433, -1.957], [0.657, 0.953, -3.540], [-4.642, 5.719, -0.893], [0.698, 3.901, 5.848], [1.234, -1.259, -1.575], [0.786, -8.950, -1.147], [3.218, -10.134, -0.692], [1.942, -11.636, -4.070], [-7.324, 5.236, -3.545], [-4.273, 2.825, 4.319], [-0.886, 4.444, -1.056], [4.189, -10.753, -5.090], [-2.539, 2.018, 2.945], [-0.742, 6.951, 4.553], [3.088, 0.098, -1.917], [3.710, -12.080, -5.223], [1.244, 7.658, 6.697], [0.088, -4.884, -3.158], [-0.466, 3.332, -2.391], [1.273, -6.423, -2.159], [-4.862, 4.349, -0.578], [3.078, 2.788, -1.662], [5.135, 3.331, -1.684], [4.284, 4.049, 0.136], [0.867, -1.182, -4.484], [-4.497, 2.385, 6.419], [2.743, -10.746, -1.471], [-3.056, 2.097, 4.252], [5.262, 6.331, 3.691], [-2.395, 4.100, -2.437], [1.400, -2.489, -3.424], [-1.660, 1.377, 2.975], [1.316, -4.817, -1.383], [-6.656, 6.020, -1.543], [3.797, -11.613, -2.119], [3.222, -12.178, -6.203], [-0.539, -5.602, -3.675], [-4.038, 3.892, 4.421], [-4.179, 0.008, 4.679], [-5.889, 3.134, 5.640], [-2.618, 1.115, 8.845], [-6.563, 5.895, -3.979], [3.268, 1.967, -2.936], [-6.286, 5.509, -4.959], [4.617, 6.123, 0.498], [-5.647, 6.318, -1.851], [6.629, 5.662, 2.063], [-3.440, 0.444, 8.601], [5.195, 5.204, 0.546], [0.624, -1.747, -3.590], [-5.099, 2.391, 5.508], [4.330, 1.825, -3.112], [-5.708, -0.807, 4.997], [3.280, -12.696, -2.876], [2.656, 0.576, -2.794], [-4.585, -0.455, 6.749], [2.210, -13.338, -4.437], [6.195, -11.264, -5.203], [-1.028, 4.234, -2.124], [-4.756, 6.242, 0.060], [5.095, 4.019, 5.173], [0.406, -8.937, -2.884], [-4.969, 3.580, -2.518], [2.816, 2.472, -3.783], [-4.983, 2.445, -1.173], [-4.857, 2.681, 3.402], [-6.981, 6.901, -4.099], [0.878, -4.555, -3.828], [-2.595, 3.020, -0.678], [5.964, 4.055, 2.207], [-3.620, 5.888, -1.234], [0.967, 4.418, 3.468], [-0.392, -0.778, -1.934], [-5.573, 7.413, -1.799], [0.704, -5.530, -1.926], [4.202, 3.790, -1.363], [-3.259, -0.527, 9.076]], "forces_ev_per_angstrom": [[0.1, -0.5, 0.0], [0.1, 0.0, 0.0], [0.0, -0.1, 0.0], [-0.1, 0.0, 0.0], [-0.1, -0.1, 0.0], [0.0, -0.3, 0.1], [0.1, 0.1, 0.0], [0.0, -0.1, 0.1], [-0.1, 0.2, -0.1], [-0.1, -0.1, -0.1], [-0.2, 0.0, -0.1], [-0.2, 0.0, 0.0], [-0.1, 0.1, 0.0], [0.1, 0.0, -0.1], [-0.1, 0.1, 0.3], [0.0, 0.0, 0.0], [-0.2, 0.2, 0.0], [0.0, -0.3, 0.2], [0.0, 0.1, 0.0], [-0.2, 0.0, 0.0], [-0.1, 0.1, -0.1], [0.2, 0.1, 0.0], [0.0, 0.0, 0.0], [-0.1, -0.1, -0.1], [0.0, -0.2, 0.2], [0.1, 0.2, 0.1], [-0.1, 0.0, 0.0], [-0.1, -0.1, -0.1], [0.0, 0.0, 0.0], [-0.1, -0.2, 0.2], [-0.2, 0.0, 0.3], [0.0, 0.6, 0.9], [0.2, -0.2, -0.1], [0.0, 0.0, 0.0], [0.0, 0.0, 0.0], [-0.5, 0.0, -0.7], [-0.2, 0.0, 0.0], [0.3, -0.2, -0.1], [0.0, 0.2, -0.1], [0.2, 0.0, -0.1], [-0.3, -0.5, 0.3], [-0.1, 0.1, 0.2], [-0.4, -0.6, -0.8], [-0.1, -0.2, -0.2], [0.3, 0.1, -0.3], [0.0, 0.0, 0.0], [0.6, 0.5, 0.4], [-0.2, 0.4, -0.5], [0.0, 0.1, 0.0], [0.0, 0.0, 0.0], [0.0, 0.1, -0.2], [0.0, 0.0, 0.1], [0.0, -0.1, -0.3], [0.0, 0.0, 0.1], [0.0, 0.2, -0.2], [0.0, -0.1, 0.1], [0.0, -0.1, -0.1], [0.0, -0.1, 0.2], [-0.1, 0.0, 0.0], [0.0, -0.1, 0.1], [0.1, 0.1, 0.0], [0.0, 0.1, 0.0], [0.2, 0.0, 0.0], [0.0, -0.1, 0.0], [0.1, -0.1, 0.2], [0.0, 0.0, 0.1], [0.6, 0.0, 0.5], [0.1, -0.1, 0.2], [0.0, 0.2, -0.1], [-0.2, -0.1, -0.1], [0.0, 0.4, 0.4], [0.0, 0.0, 0.0], [0.2, -0.1, 0.0], [0.0, 0.0, -0.1], [0.4, 0.3, 0.0], [0.3, 0.1, -0.1], [0.1, 0.4, -0.3], [0.0, 0.1, -0.2], [0.1, -0.1, -0.1], [0.0, 0.2, 0.0], [-0.1, -0.2, 0.0], [0.0, 0.2, 0.3], [-0.1, 0.2, 0.2], [0.4, -0.1, -0.4], [0.0, 0.0, 0.0], [0.3, 0.1, 0.0], [0.0, 0.0, 0.0], [0.1, -0.1, 0.0], [0.0, -0.1, 0.0], [0.0, -0.2, -0.3], [-0.1, 0.1, -0.1], [0.1, 0.1, 0.1], [0.0, 0.0, 0.0], [0.0, 0.0, 0.0], [0.1, 0.1, 0.0], [-0.3, -0.4, 0.4], [0.0, 0.0, 0.0], [0.0, 0.3, -0.3], [0.1, 0.1, -0.2], [0.2, 0.0, 0.1], [0.1, -0.1, -0.1], [-0.3, -0.1, 0.6], [-0.3, -0.2, 0.7], [-0.1, 0.1, 0.1], [0.2, 0.2, -0.2], [0.0, 0.0, 0.0], [0.0, 0.0, 0.0], [-0.3, 0.2, -0.3], [0.2, 0.0, 0.0], [0.0, 0.0, 0.0], [0.0, 0.0, -0.1], [0.0, 0.0, -0.1], [0.0, 0.0, 0.0], [0.0, -0.1, 0.0], [0.0, 0.0, 0.0], [0.1, 0.1, -0.1], [0.1, 0.2, -0.3], [0.0, 0.0, 0.0], [0.0, 0.0, 0.0], [-0.1, 0.0, 0.0], [0.1, -0.1, -0.3], [0.0, 0.0, 0.0], [0.1, -0.2, 0.0], [0.0, 0.0, -0.2], [0.1, 0.0, -0.1], [-0.3, 0.1, 0.0], [-0.1, 0.0, 0.1], [-0.6, 0.0, 0.0], [-0.2, -0.5, 0.1], [0.0, 0.0, 0.1]], "homo_ev": -8.86, "orbital_gap_ev": 8.94, "lumo_ev": 0.0788}

3.
{"formula": "C2H2FO3S", "method": "ωB97M-V/def2-TZVPD", "elements": ["F", "H", "O", "O", "C", "O", "S", "C", "H"], "positions_angstrom": [[0.614, 0.168, -1.287], [2.908, 0.123, 1.249], [0.322, -0.486, 0.805], [-3.340, 0.640, 0.396], [2.428, 0.349, 0.230], [-3.587, -1.082, -1.252], [-3.325, -0.785, 0.102], [1.138, -0.004, 0.050], [2.842, 1.079, -0.293]], "forces_ev_per_angstrom": [[0.4, 0.4, 0.1], [-1.1, 0.4, -1.6], [-1.2, -0.9, 0.6], [0.0, -1.6, 0.4], [0.2, -2.6, 3.6], [-0.3, -1.1, -1.5], [0.6, 2.7, 1.1], [-0.5, -0.3, -0.1], [2.0, 2.8, -2.7]], "homo_ev": -2.55, "charge": -1, "orbital_gap_ev": 4.58, "lumo_ev": 2.0361, "e_above_lowest_ev": 1.275}

4.
{"formula": "C3H3I2N", "method": "ωB97M-V/def2-TZVPD", "elements": ["N", "C", "I", "I", "H", "H", "C", "H", "C"], "positions_angstrom": [[0.714, 0.235, -2.614], [0.462, -0.065, -0.011], [1.641, 1.930, 0.492], [1.468, -1.907, 0.710], [-1.365, 0.658, 0.029], [-1.518, -1.043, 0.533], [0.557, 0.032, -1.481], [-1.033, 0.268, 1.711], [-0.925, -0.108, 0.632]], "forces_ev_per_angstrom": [[-0.1, -0.1, 0.9], [-0.8, -3.8, -0.5], [1.1, 1.9, 0.6], [0.1, 0.8, -0.4], [-1.3, 0.6, -0.2], [0.7, 0.5, -0.1], [-0.3, -0.2, 0.8], [0.8, -0.7, -1.4], [-0.3, 1.0, 0.4]], "homo_ev": [-7.49, -9.70], "s2": 2.01, "spin_multiplicity": 3, "orbital_gap_ev": [7.32, 5.60], "lumo_ev": [-0.1756, -4.0929], "e_above_lowest_ev": 1.122}